No. 1
Computed, not measured: an isolated molecule of C20H27N3O4S at a distorted geometry, with ωB97M-V/def2-TZVPD.

Each line ends with the Löwdin charge.
Positions of all 55 atoms, in Å:
1 C -3.20 -2.32 0.55  -0.03
2 C -4.36 -1.49 0.10  -0.20
3 C -5.52 -2.09 -0.35  -0.05
4 C -6.60 -1.35 -0.81  -0.08
5 C -6.52 0.03 -0.85  -0.08
6 C -5.37 0.66 -0.41  -0.02
7 C -4.29 -0.09 0.08  -0.10
8 C -3.12 0.65 0.52  -0.29
9 N -2.80 1.84 0.12  0.19
10 C -1.65 2.16 0.78  -0.31
11 C -1.31 1.11 1.59  -0.24
12 O -2.26 0.16 1.43  0.12
13 C -0.20 0.90 2.55  0.01
14 H 0.02 -0.17 2.62  0.09
15 H -0.48 1.26 3.54  0.09
16 H 0.68 1.44 2.22  0.07
17 C -0.93 3.41 0.50  -0.23
18 H -0.46 3.83 1.39  0.10
19 H -1.60 4.14 0.05  0.09
20 S 0.46 3.18 -0.72  0.96
21 O 1.52 2.46 0.00  -0.55
22 C -0.37 1.94 -1.84  -0.20
23 C -0.14 0.49 -1.44  -0.52
24 O -1.05 -0.28 -1.22  0.07
25 N 1.16 0.14 -1.42  0.06
26 C 1.60 -1.17 -0.99  -0.13
27 C 2.33 -1.13 0.37  -0.16
28 N 3.75 -0.87 0.35  -0.18
29 C 4.15 0.40 -0.21  -0.17
30 C 5.61 0.64 0.15  -0.19
31 O 6.44 -0.38 -0.35  -0.13
32 C 6.03 -1.64 0.15  -0.20
33 C 4.57 -1.93 -0.20  -0.17
34 H 4.27 -2.88 0.24  0.13
35 H 4.48 -2.00 -1.30  0.12
36 H 6.69 -2.38 -0.29  0.12
37 H 6.14 -1.65 1.25  0.13
38 H 5.98 1.57 -0.29  0.13
39 H 5.71 0.70 1.25  0.13
40 H 3.53 1.20 0.22  0.11
41 H 4.06 0.42 -1.31  0.13
42 H 2.18 -2.09 0.88  0.12
43 H 1.87 -0.34 0.98  0.11
44 H 2.25 -1.60 -1.75  0.12
45 H 0.70 -1.78 -0.90  0.12
46 H 1.85 0.88 -1.40  0.10
47 H -1.43 2.15 -1.86  0.09
48 H 0.07 2.11 -2.82  0.09
49 H -5.28 1.73 -0.43  0.11
50 H -7.35 0.62 -1.22  0.10
51 H -7.49 -1.85 -1.15  0.10
52 H -5.59 -3.17 -0.34  0.11
53 H -2.29 -1.97 0.06  0.07
54 H -3.06 -2.23 1.62  0.09
55 H -3.36 -3.36 0.30  0.08

HOMO level ... -8.071 eV
E_LUMO ... 0.5 eV
Relative energy (zero: lowest compared OMol25 entry of this formula, charge and spin) ... 2.014 eV
Calculated total energy ... -1641.71644 a.u.
M ... 405.52 g/mol
Gap between HOMO and LUMO ... 0.3166 Eh
F_max ... 1.41 eV/Å

***

No. 2
Computed, not measured: a structure of composition C44H42B2F8KN11O4S5 at a distorted geometry, with ωB97M-V/def2-TZVPD.

Each line ends with the Löwdin charge.
Positions of all 117 atoms, in Å:
1 K -0.52 0.24 -0.11  0.58
2 S 1.22 -1.74 -2.60  0.52
3 C 0.90 -3.23 -1.88  -0.88
4 N 1.22 -4.31 -2.61  -0.06
5 N 0.83 -5.51 -2.24  -0.11
6 C -0.45 -6.07 -2.26  -0.27
7 C -1.50 -5.34 -2.83  -0.03
8 C -2.81 -5.85 -2.75  -0.11
9 C -3.09 -7.02 -2.07  -0.14
10 C -2.01 -7.76 -1.48  -0.12
11 C -0.68 -7.34 -1.66  -0.07
12 N 0.24 -3.29 -0.66  0.06
13 N 0.26 -4.40 -0.07  0.09
14 C -0.24 -4.44 1.22  -0.24
15 C -0.52 -3.22 1.87  0.01
16 C -1.17 -3.29 3.10  -0.07
17 C -1.29 -4.52 3.75  -0.09
18 C -0.81 -5.71 3.21  -0.12
19 C -0.34 -5.68 1.91  -0.04
20 H 1.62 -6.18 -2.12  0.14
21 H -1.27 -4.38 -3.33  0.10
22 H -3.60 -5.28 -3.21  0.09
23 H -4.13 -7.32 -1.94  0.08
24 H -2.23 -8.65 -0.86  0.09
25 H 0.17 -7.96 -1.33  0.10
26 H -0.42 -2.24 1.34  0.09
27 H -1.57 -2.37 3.55  0.09
28 H -1.71 -4.52 4.74  0.08
29 H -0.76 -6.62 3.82  0.09
30 H 0.06 -6.59 1.44  0.10
31 S 3.22 3.57 4.38  1.08
32 C 4.52 4.25 5.33  -0.39
33 C 5.47 4.81 4.54  -0.22
34 C 5.22 4.66 3.18  -0.14
35 C 4.00 4.02 2.96  -0.50
36 C 3.38 3.75 1.64  -0.19
37 C 2.38 2.79 1.42  -0.07
38 N 2.06 2.35 0.21  0.13
39 C 2.43 3.07 -0.89  -0.12
40 C 3.38 4.11 -0.77  -0.15
41 C 3.77 4.90 -1.89  -0.04
42 C 3.23 4.63 -3.10  -0.03
43 C 2.27 3.55 -3.30  -0.13
44 C 1.63 3.39 -4.51  0.05
45 C 0.65 2.35 -4.65  -0.18
46 C 0.33 1.66 -3.47  -0.08
47 N 0.91 1.84 -2.29  0.14
48 C 1.86 2.75 -2.18  -0.15
49 C 0.02 2.10 -5.90  -0.44
50 C 0.30 2.79 -7.10  -0.13
51 C -0.37 2.28 -8.21  -0.20
52 C -1.20 1.24 -7.85  -0.42
53 S -1.17 0.83 -6.17  1.07
54 C 3.82 4.44 0.52  0.03
55 H 4.49 4.22 6.41  0.06
56 H 6.39 5.23 4.94  0.10
57 H 5.89 5.05 2.40  0.11
58 H 1.90 2.28 2.26  0.10
59 H 4.50 5.70 -1.74  0.11
60 H 3.59 5.14 -3.97  0.10
61 H 2.00 4.01 -5.34  0.11
62 H -0.44 0.89 -3.50  0.05
63 H 0.94 3.66 -7.11  0.10
64 H -0.30 2.65 -9.24  0.10
65 H -1.86 0.70 -8.52  0.06
66 H 4.54 5.25 0.61  0.11
67 F -2.51 2.33 -1.57  0.12
68 B -3.11 3.43 -2.16  -1.26
69 F -3.24 4.50 -1.29  0.12
70 F -4.44 3.08 -2.57  0.07
71 F -2.41 3.84 -3.32  0.09
72 O 2.90 -0.49 -0.15  -0.17
73 H 2.48 0.41 -0.07  -0.01
74 H 2.55 -0.92 -0.98  -0.08
75 F -2.29 -0.55 2.99  0.07
76 B -3.26 -0.98 2.05  -1.28
77 F -2.61 -0.91 0.80  0.02
78 F -4.41 -0.23 2.05  0.14
79 F -3.58 -2.35 2.27  0.08
80 S -2.14 -1.12 -2.78  0.59
81 C -3.48 -0.59 -3.64  -1.13
82 N -4.04 0.61 -3.55  -0.05
83 C -5.23 0.83 -4.34  -0.24
84 C -5.67 -0.47 -5.05  -0.42
85 S -4.27 -1.64 -4.83  0.86
86 H -3.69 1.40 -2.97  0.11
87 H -4.96 1.54 -5.17  0.13
88 H -6.02 1.30 -3.74  0.12
89 H -5.71 -0.32 -6.15  0.06
90 H -6.60 -0.87 -4.66  0.06
91 N -1.18 3.91 0.49  0.16
92 C -1.11 3.27 1.75  -0.56
93 N -1.57 4.01 2.84  0.16
94 O -0.59 2.14 1.87  -0.06
95 H -1.93 4.55 0.24  0.08
96 H -1.09 3.25 -0.28  0.07
97 H -1.76 4.98 2.74  0.08
98 H -1.34 3.63 3.74  0.09
99 O 1.53 -1.89 6.88  -0.05
100 C 0.41 -1.40 7.59  -0.28
101 N -0.07 -0.19 6.98  0.08
102 C 0.56 0.59 5.98  -0.40
103 O 0.40 1.79 6.04  0.05
104 C 1.33 -0.05 4.87  -0.14
105 C 2.71 -0.26 4.97  -0.06
106 C 3.38 -0.73 3.87  -0.07
107 C 2.72 -0.90 2.66  -0.13
108 N 1.43 -0.58 2.52  0.10
109 C 0.72 -0.22 3.62  -0.04
110 H 1.90 -2.62 7.43  0.11
111 H 0.63 -1.22 8.66  0.12
112 H -0.45 -2.15 7.59  0.13
113 H -0.64 0.38 7.63  0.15
114 H 3.23 -0.10 5.91  0.12
115 H 4.43 -0.97 3.91  0.10
116 H 3.26 -1.30 1.80  0.10
117 H -0.32 -0.07 3.44  0.09

HOMO level (alpha / beta) ... -1.349 / -1.352 eV
E_LUMO (alpha / beta) ... 3.2 / 3.2 eV
Relative energy (zero: lowest compared OMol25 entry of this formula, charge and spin) ... 0.000 eV
Calculated total energy ... -6045.28897 a.u.
Net charge ... -2
M ... 1161.93 g/mol
Gap between HOMO and LUMO (alpha / beta) ... 0.1674 / 0.1675 Eh
F_max ... 4.91 eV/Å